# 1
This record from the OMol25 dataset describes a molecular structure, C12H10ClF5Gd. The level of theory is ωB97M-V with the def2-TZVPD basis set.

Calculated values
E_LUMO (spin up / spin down) ... 2.66 / 1.15 eV
Spin multiplicity ... 8
Electronic energy ... -59551.688 eV
HOMO energy (spin up / spin down) ... -3.59 / -3.59 eV
Charge ... -1
<S²> ... 16.066

Element x y z (Å)
C  -2.61963  -1.26117  -0.40992
C  -1.79020  -1.42639  -1.59067
C  -1.41655  -0.13206  -2.06862
H  -1.56701  -2.37654  -2.08851
C  -1.92264  0.85599  -1.17570
C  -2.68259  0.18054  -0.13971
H  -3.17136  0.65232  0.71414
H  -2.97844  -2.04893  0.23711
H  -0.90618  0.06531  -3.02191
H  -1.84354  1.94003  -1.31703
Gd  -0.52605  -0.59565  0.43491
Cl  0.21897  -2.89831  1.06032
C  2.86854  -0.08308  -0.11257
C  2.38858  1.14138  -0.69116
C  1.80465  0.84325  -1.95314
H  2.42231  2.12444  -0.21328
C  1.91768  -0.56328  -2.16702
C  2.58005  -1.13074  -1.03671
H  2.75866  -2.19582  -0.86686
H  3.33662  -0.20138  0.85977
H  1.31087  1.54578  -2.59131
H  1.51648  -1.12140  -2.99476
F  -0.94856  2.24215  1.86421
C  -0.01272  1.24544  2.11795
F  1.18240  1.88126  2.31092
C  -0.38855  0.51490  3.40139
F  -0.62610  1.36391  4.42766
F  -1.53091  -0.24225  3.22915
F  0.62522  -0.31971  3.78138

Atoms 1-3, force components in eV/Å:
C -0.474 1.599 -1.656
C -1.582 0.538 -0.053
C -0.871 -0.257 0.245

Atomic partial charges in e from the Löwdin method, atoms 1 to 4:
1 C -0.28
2 C -0.23
3 C -0.19
4 H 0.11

# 2
This record from the OMol25 dataset describes a molecular structure, C12H10N6O7PtS3. The level of theory is ωB97M-V with the def2-TZVPD basis set.

Calculated values
E_LUMO ... -1.50 eV
Spin multiplicity ... 1
Electronic energy ... -71631.846 eV
HOMO energy ... -8.65 eV
Charge ... 0

Element x y z (Å)
Pt  -0.92673  -0.32821  0.12959
N  -0.29483  -4.03687  2.99659
C  -0.64433  -2.82052  2.52502
S  -2.41188  -2.65916  2.30687
N  0.23394  -1.88494  2.49663
N  -0.15847  -0.67190  1.97308
C  0.30982  0.34428  2.62360
C  0.02601  1.72333  2.25899
C  0.51769  2.78650  3.01460
C  0.16002  4.07137  2.64434
C  -0.66997  4.26098  1.55048
C  -1.11231  3.14893  0.84724
N  -0.77372  1.91742  1.19416
H  0.69207  -4.23551  3.04583
H  -0.90358  -4.80709  2.77598
H  0.90174  0.13736  3.50739
H  1.15884  2.60852  3.86705
H  0.52739  4.91961  3.20596
H  -0.97220  5.25191  1.24282
H  -1.75249  3.23710  -0.02285
O  0.61533  0.81090  -5.32742
C  1.69606  0.43243  -4.67004
O  2.76989  0.30020  -5.20009
C  1.54096  0.14792  -3.21481
C  2.55788  -0.34863  -2.42540
N  2.06809  -0.48660  -1.18423
N  0.80284  -0.07144  -1.10964
C  0.45057  0.28447  -2.34006
C  -0.99086  0.63519  -2.56966
O  -1.36615  1.06755  -3.64884
O  -1.74807  0.47867  -1.53597
H  -0.19529  0.85711  -4.75030
H  3.56689  -0.61820  -2.68424
H  2.51797  -0.86242  -0.36693
O  -2.24917  -4.55373  -0.74613
S  -1.48946  -3.34213  -0.80643
O  -0.26140  -3.32435  -0.05075
O  -1.54445  -2.57138  -2.01059
S  -2.64861  -1.79868  0.45816

Atoms 1-3, force components in eV/Å:
Pt -0.684 0.532 0.567
N -0.106 0.052 -0.014
C -0.007 -0.099 0.161

Atomic partial charges in e from the Löwdin method, atoms 1 to 4:
1 Pt 0.98
2 N 0.10
3 C -0.78
4 S 0.61

# 3
This record from the OMol25 dataset describes C12H10O2 in the gas phase. The level of theory is ωB97M-V with the def2-TZVPD basis set.

Calculated values
E_LUMO ... 0.61 eV
Spin multiplicity ... 1
Electronic energy ... -16697.667 eV
HOMO energy ... -8.15 eV
SMILES ... OC1=C(c2ccccc2)C=CC=CO1
Charge ... 0

Element x y z (Å)
O  -1.52177  -1.06883  -1.09488
C  -0.14859  -1.22649  -1.05805
C  0.53131  -0.24809  -0.34815
C  -0.24589  0.93381  0.16285
C  -0.71766  1.02616  1.49469
C  -1.43954  2.19611  1.76723
C  -1.75842  3.12813  0.76745
C  -1.28081  3.02769  -0.52832
C  -0.48649  1.96926  -0.75885
C  1.93782  -0.46071  0.02651
C  2.39472  -1.73034  0.20341
C  1.67956  -2.98357  0.06763
C  0.68152  -3.22950  -0.79695
O  0.29936  -2.28058  -1.79640
H  -1.96317  -1.91871  -1.54588
H  -0.40016  0.44613  2.30354
H  -2.07818  2.36410  2.57778
H  -2.33100  3.97197  1.06091
H  -1.35299  3.72583  -1.34386
H  -0.09086  1.56024  -1.67890
H  2.62691  0.39056  0.04121
H  3.46929  -1.82168  0.30490
H  2.09057  -3.74501  0.70154
H  0.10447  -4.02649  -0.52942

Atoms 1-3, force components in eV/Å:
O -0.906 -2.999 -1.623
C -1.339 2.227 0.929
C 0.121 -1.414 -0.275

Atomic partial charges in e from the Löwdin method, atoms 1 to 4:
1 O 0.05
2 C -0.32
3 C -0.13
4 C -0.18

# 4
This record from the OMol25 dataset describes C12H10O2 in the gas phase. The level of theory is ωB97M-V with the def2-TZVPD basis set.

Calculated values
E_LUMO ... 0.87 eV
Spin multiplicity ... 1
Electronic energy ... -16694.957 eV
HOMO energy ... -8.13 eV
SMILES ... C#CCOc1cccc(OCC#C)c1
Charge ... 0

Element x y z (Å)
C  -4.63264  -0.28900  1.15057
C  -3.75243  -0.79027  0.48471
C  -2.73077  -1.34435  -0.58641
O  -1.42743  -1.26016  -0.16684
C  -0.71270  -0.12121  -0.34158
C  -1.44257  1.09716  -0.63956
C  -0.72473  2.26234  -0.55548
C  0.67805  2.19057  -0.31946
C  1.28604  0.99100  0.09311
O  2.58426  1.08148  0.47803
C  3.24702  -0.10524  0.98011
C  3.35189  -1.17106  -0.00306
C  3.54585  -2.20590  -0.61777
C  0.63247  -0.21820  -0.00347
H  -5.52115  0.13193  1.58732
H  -2.70950  -0.72625  -1.47514
H  -2.97485  -2.41093  -0.80664
H  -2.47049  1.08394  -0.90650
H  -1.09307  3.22511  -0.79157
H  1.14544  3.16487  -0.25075
H  4.22231  0.21229  1.32557
H  2.68636  -0.61640  1.81799
H  3.98914  -3.22824  -1.10382
H  0.99835  -1.18190  0.26363

Atoms 1-3, force components in eV/Å:
C 0.451 -0.527 -0.923
C 0.364 -0.066 -1.283
C -1.613 0.473 1.206

Atomic partial charges in e from the Löwdin method, atoms 1 to 4:
1 C 0.09
2 C -0.06
3 C -0.20
4 O -0.07